# 1
12
Properties=species:S:1:pos:R:3:forces:R:3 method="wB97M-V/def2-TZVPD" e_tot_ha=-210.71266 charge=+1
N 0.234 2.775 1.452 1.4656 -2.0602 -0.8826
H 1.283 2.547 1.271 -2.0515 1.1655 0.6841
H -0.018 3.253 2.302 0.5272 -0.9543 1.6267
H -0.137 3.503 0.882 0.0228 0.3015 -2.0871
H -0.226 1.837 1.252 0.0162 1.1072 0.4861
O -0.087 -0.291 0.178 0.8320 -1.5863 -1.2328
C 0.326 -1.231 -0.525 -0.5133 1.3815 0.3009
C -0.526 -2.100 -1.434 -1.0081 2.4691 0.3209
H 1.421 -1.458 -0.589 -0.4666 0.1959 0.3380
H -1.635 -1.766 -1.288 1.9961 -1.0580 -0.4759
H -0.277 -3.111 -1.188 -0.3222 -0.8204 0.0796
H -0.153 -1.917 -2.479 -0.4983 -0.1414 0.8421

=====

# 2
12
Properties=species:S:1:pos:R:3:forces:R:3 method="wB97M-V/def2-TZVPD" e_tot_ha=-210.69078 charge=+1
O 2.187 1.400 0.444 1.0851 -0.5005 -1.8624
H 0.608 -0.977 -0.199 2.9056 -0.4258 0.4413
H 3.062 1.741 0.131 -1.1823 -0.3983 0.5392
H 2.013 1.807 1.269 -0.0106 0.7759 1.3185
C -0.871 0.402 0.258 1.0302 2.8232 3.2244
C -1.098 -1.687 -0.861 4.8432 -1.3847 -0.0466
N -0.335 -0.816 -0.282 -4.8752 -0.1226 -2.0275
H -1.958 0.565 0.181 0.4578 -0.8728 -0.2732
H -0.401 1.430 -0.091 -0.3366 -2.6029 0.4857
H -0.612 0.236 1.407 -0.6860 1.0104 -2.1831
H -0.497 -2.638 -1.186 -1.8424 1.6661 0.4575
H -2.098 -1.463 -1.071 -1.3886 0.0319 -0.0737

=====

# 3
13
Properties=species:S:1:pos:R:3:forces:R:3 method="wB97M-V/def2-TZVPD" e_tot_ha=-286.22995 charge=-1
C -1.478 -1.927 -1.181 -0.3855 -0.0542 0.1594
O -1.764 -0.569 -1.065 0.0282 -0.0151 0.0195
H -1.717 -2.320 -2.179 -0.0101 0.1544 -0.0863
H -0.429 -2.121 -0.988 0.3825 -0.1396 0.0717
H -2.074 -2.526 -0.470 0.0933 -0.0349 0.0148
N 1.389 1.729 1.775 0.4182 0.2255 0.0510
C 1.299 1.293 0.358 -0.1981 -0.2892 -0.2502
O 0.252 0.511 0.067 0.0032 -0.2037 0.2516
H 0.517 2.193 2.004 -0.1652 -0.1435 0.0245
H 1.406 0.864 2.303 -0.2025 0.0094 0.1797
H 1.314 2.226 -0.242 0.1120 0.1721 -0.0036
H 2.276 0.785 0.190 0.0769 0.0785 -0.1042
H -0.991 -0.139 -0.574 -0.1529 0.2404 -0.3278

=====

# 4
13
Properties=species:S:1:pos:R:3:forces:R:3 method="wB97M-V/def2-TZVPD" e_tot_ha=-286.21272 charge=-1
C 0.258 0.783 -1.539 -1.2922 -1.5809 -0.3674
N 0.011 -0.058 -0.386 1.2589 -0.2167 1.2656
C -0.302 0.779 0.825 -0.1770 0.6600 -0.3652
O -1.331 1.585 0.659 -0.4281 0.0148 0.2687
H 0.823 0.171 -2.248 0.3827 0.4547 -0.2405
H 0.751 1.698 -1.243 0.1242 0.1617 -0.0505
H -0.720 0.960 -1.996 0.1803 0.8508 -0.3357
H -0.738 -0.723 -0.542 -0.2629 0.4753 -0.2338
H 0.653 1.351 1.013 0.1903 -0.2633 -0.1185
H -0.355 0.067 1.686 -0.1710 -0.3026 0.0009
H 1.656 -2.029 -0.015 -0.4366 0.3318 0.1118
H 0.329 -1.948 0.723 0.2173 0.4859 -0.1574
O 1.073 -2.533 0.563 0.4142 -1.0718 0.2221

=====

The following strongest force on any atom values (in eV Å⁻¹) correspond, in order, to the records above: 2.69, 5.28, 0.48, 2.07.
The following energy above the lowest of the compared OMol25 structures with the same formula, charge and spin values (in kJ/mol) correspond, in order, to the records above: 106.2, 163.6, 45.5, 90.7.
The following frontier orbital gap values (in eV) correspond, in order, to the records above: 9.46, 10.03, 7.58, 6.85.